The following is a quantum chemistry calculation of 2 unconnected molecules or ions with the total composition C6H7O7P at a distorted geometry, from the OMol25 dataset.

Energy relative to the best compared isomer or geometry (same formula, charge and spin)   0.0000 eV
Charge   -2
Gap between HOMO and LUMO   7.81 eV
DFT total energy   -1100.9807 a.u.
Highest occupied orbital energy   -2.1 eV

Each atom is followed by the atoms it is bonded to, with distances in Å.
Element x y z (Å)
1 C -1.51597 -1.01435 -1.13672  C3 1.501, O9 1.185, O12 1.396
2 C -1.16128 -1.57424 1.93692  C4 1.601, O7 1.219, O10 1.227
3 C -1.21630 0.10034 -0.17667  C1 1.501, C4 1.553, C5 1.550, O13 1.409
4 C -0.45047 -0.98418 0.62953  C2 1.601, C3 1.553, C6 1.534, O12 1.455
5 C -0.44589 1.30582 -0.77289  C3 1.550, H15 1.147, H16 1.122, H17 1.052
6 C 1.07557 -0.85498 0.72546  C4 1.534, H18 1.165, H19 1.061, H20 1.077
7 O -0.50315 -1.78328 2.94102  C2 1.219
8 O 4.46329 1.43768 -1.82118  P14 1.520
9 O -2.20135 -1.06858 -2.10197  C1 1.185
10 O -2.34181 -1.75394 1.65660  C2 1.227
11 O 3.34329 3.21818 -0.42116  P14 1.524
12 O -0.67902 -1.91003 -0.46943  C1 1.396, C4 1.455
13 O -2.34119 0.66538 0.45693  C3 1.409, H21 0.948
14 P 3.16072 2.14905 -1.49117  O8 1.520, O11 1.524
15 H 0.63893 1.11784 -1.09573  C5 1.147
16 H -0.39705 2.10006 0.01858  C5 1.122
17 H -1.01633 1.56272 -1.61846  C5 1.052
18 H 1.58192 -1.89017 0.55208  C6 1.165
19 H 1.47632 -0.46404 1.62673  C6 1.061
20 H 1.49949 -0.35428 -0.12900  C6 1.077
21 H -2.96973 -0.00496 0.69052  O13 0.948

Atomic partial charges in e from the Mulliken method, atoms 1 to 5:
1. C 0.31
2. C 0.34
3. C 0.92
4. C 1.39
5. C -1.22